[1]
19
Properties=species:S:1:pos:R:3:lowdin_charge:R:1 method="wB97M-V/def2-TZVPD" energy_ev=-24965.0352 homo_ha="-0.2380 / -0.2760" relative_energy_kcal_mol=66.6 total_charge=0
H 1.51968 -0.16574 1.47367 0.0458
H 0.82773 0.60474 -3.25695 0.0230
C -2.31311 -0.51321 0.97840 -0.2431
C 1.37717 1.04723 -2.42217 -0.3378
C 0.48080 0.07934 1.68300 -0.2378
H -0.89499 -2.83822 -0.50827 -0.0022
P 0.29135 2.33118 -1.62259 0.5904
H -2.45908 -1.12814 1.86857 0.0482
H 2.30270 1.48674 -2.78311 0.0165
H -2.98755 -0.84281 0.18853 0.0488
H 1.16464 2.56887 -0.50496 -0.0831
C -0.18695 -2.26908 0.06987 -0.2225
O -0.88783 1.57349 -1.06563 -0.6268
H 1.57669 0.26827 -1.67948 0.0012
H 0.85045 -2.52491 -0.07355 -0.0020
H -2.51608 0.53457 1.19619 0.0455
H 0.34551 1.15697 1.66403 0.0352
P -0.59137 -0.66262 0.40291 0.8535
H 0.19984 -0.31261 2.66009 0.0472

[2]
12
Properties=species:S:1:pos:R:3:lowdin_charge:R:1 method="wB97M-V/def2-TZVPD" energy_ev=-7327.8401 smiles="CC#CC(C)=O" homo_ha=-0.3671 relative_energy_kcal_mol=33.3 total_charge=0
H -2.77910 1.29579 -0.91560 0.0801
H -2.95556 0.24616 0.50116 0.0867
C -1.14967 -0.00539 -0.48806 -0.0543
H 1.79130 0.67758 1.51614 0.0906
C 1.32071 -0.80334 0.03998 -0.4774
H 3.19527 -0.23832 0.88321 0.0836
H 2.40057 1.04037 -0.09961 0.0886
C 0.00865 -0.32048 -0.36473 0.0491
O 1.60524 -1.97916 -0.04928 0.0865
C 2.24630 0.23289 0.62342 -0.0222
C -2.57330 0.29663 -0.52354 -0.0937
H -3.11041 -0.44272 -1.12310 0.0826

[3]
9
Properties=species:S:1:pos:R:3:lowdin_charge:R:1 method="wB97M-V/def2-TZVPD" energy_ev=-21109.3068 smiles="FC(F)F.C=S" homo_ha=-0.3309 relative_energy_kcal_mol=35.5 total_charge=0
H -0.45432 2.28938 1.56911 0.0174
C -1.17368 1.84654 0.83175 -0.5982
H -2.12411 2.35066 0.78342 -0.0093
H 2.99611 -0.73524 -0.85750 0.1737
S -0.75793 0.59148 -0.05858 0.6128
F 4.22469 0.96383 -1.03790 0.1228
F 4.52316 -0.64077 0.29481 0.1046
F 2.82219 0.64011 0.59637 0.1023
C 3.57547 0.05044 -0.32090 -0.5261

[4]
18
Properties=species:S:1:pos:R:3:lowdin_charge:R:1 method="wB97M-V/def2-TZVPD" energy_ev=-27962.0357 spin_multiplicity=3 homo_ha="-0.2947 / -0.3786" s2=2.061 total_charge=0
C -0.35736 1.03169 -1.01699 -0.0586
N 0.77639 -1.80998 3.38249 0.0539
O 1.01847 -3.68940 0.69966 -0.3228
N 1.41399 -0.08757 1.93639 0.1466
S -0.08104 -2.92089 1.18928 0.7635
H -1.54928 -2.12960 -0.96162 0.1203
C -1.10321 -0.07557 -1.40411 -0.0453
C 0.45639 0.98110 0.08974 0.0089
C -0.98537 -1.25016 -0.68376 -0.0635
F 1.25698 -2.55367 4.45217 -0.0456
O -1.34993 -3.54336 1.36752 -0.3277
H -0.42047 1.94261 -1.58943 0.1097
C 0.55951 -0.17497 0.90100 -0.2638
C -0.20160 -1.26891 0.45282 -0.2149
C 1.59743 -0.88815 2.93695 -0.2254
H -1.77322 -0.02668 -2.24639 0.1126
H 1.06602 1.82546 0.36598 0.1184
H 2.47894 -0.65425 3.53783 0.1339

[5]
83
Properties=species:S:1:pos:R:3:lowdin_charge:R:1 method="wB97M-V/def2-TZVPD" energy_ev=-370050.0634 spin_multiplicity=2 homo_ha="-0.0778 / -0.0775" relative_energy_kcal_mol=16.2 s2=0.767 total_charge=-2
H 3.50887 2.69061 2.51449 0.1170
C 1.55967 -2.11076 -3.42963 -0.2903
C 1.13876 5.11424 2.66047 -0.1120
H 0.47080 -3.05898 5.51223 0.0815
C 6.81214 0.66397 3.29128 -1.5390
H -5.51617 3.91154 -5.08004 0.0738
C 4.89214 -1.10771 3.19850 -1.1634
Se 2.06941 -4.15422 1.53596 0.0255
S 5.95168 -0.36346 4.35936 0.8830
C 2.39962 4.53087 2.67166 -0.0884
N 1.02109 0.18056 1.19856 -0.1507
H -2.08973 -2.59577 -1.61145 0.0785
H -0.17642 -0.59307 5.27984 0.0851
S 6.23135 0.54825 1.67930 0.8780
H -5.84615 1.88751 -2.37693 0.1046
H -2.46067 -2.04459 -3.24697 0.0841
H -0.28608 -3.16069 -3.66077 0.1197
H -3.97599 0.02891 -0.23821 0.0605
C -0.30202 -3.34663 4.79780 -0.0433
Se -1.33540 -6.63021 1.94319 -0.2476
C -1.74472 -2.55367 2.88053 -0.0447
C -2.46836 1.63113 -2.10355 -0.4113
C -2.01409 -1.74570 -2.29639 -0.0602
C -4.80078 1.95211 -2.66519 -0.0333
C 5.01421 -0.67421 1.92424 -1.1678
C 0.19639 -2.27680 -3.25449 -0.0596
C 0.14862 2.95896 2.27029 -0.0700
H -0.19574 1.31357 -3.92260 0.0741
C 1.43817 -0.05629 -2.13589 -0.3468
Mo 1.86427 -1.55864 2.11879 0.9817
C -3.82379 1.56475 -1.74975 -0.3273
C 1.40820 2.37253 2.27703 -0.1496
H 0.05451 -4.19387 4.21098 0.0588
H -1.86799 -1.14747 5.31734 0.0787
C -3.12799 2.49161 -4.26275 -0.0303
S 4.01484 -1.18038 0.59138 0.4582
H -2.84414 2.86031 -5.24488 0.1101
H -2.60573 -0.93355 -1.88677 0.0167
C 1.57628 0.90164 2.09531 -0.6572
H -6.53084 2.57133 -4.54533 0.0661
H -1.29025 -0.11321 3.99219 0.0793
H -0.72028 2.33218 2.11299 0.0666
C 0.01332 4.32619 2.46420 -0.0959
Te -0.99911 1.03782 -0.63571 1.4728
C 2.17080 1.13139 -1.57618 -0.1004
Sb -0.17676 -5.41839 0.19724 -0.0024
Se 0.94985 -6.62781 -1.52704 -0.2325
H 3.28089 5.14135 2.82729 0.0969
Se 0.94371 -2.63758 0.02066 0.1332
S 8.05963 1.66878 3.76154 0.3845
H -3.83130 1.64167 0.41603 0.0584
C -4.47358 2.41169 -3.93090 -0.2860
H 1.62594 2.05911 -1.76101 0.0431
H 1.03388 6.18269 2.80885 0.0895
H -5.35953 1.13732 -0.31144 0.0678
C 2.38439 -3.14952 -4.13397 -0.0483
H -1.73475 -1.87118 2.02864 0.0708
H 3.22507 -0.83623 -2.99540 0.1186
H -1.60944 -3.57248 2.51413 0.0192
H -2.71741 -2.48873 3.37474 0.0834
C -4.27411 1.06751 -0.39978 -0.1093
H -0.97195 4.77746 2.46084 0.0940
H -0.63111 2.82013 -4.74572 0.0710
H 2.28958 1.02343 -0.49705 0.0274
C -1.01715 -0.92465 4.66931 -0.0414
H 3.12678 -2.68997 -4.78972 0.0725
H -0.12674 2.82533 -3.04307 0.0611
O 2.38546 0.30320 2.94531 -0.2528
H 3.16311 1.20239 -2.02168 0.0762
H 1.75882 -3.81915 -4.72426 0.0713
S 3.71122 -2.28327 3.72579 0.4465
C 0.06393 -0.27230 -1.92603 -0.4808
C -5.53673 2.83193 -4.91053 -0.0668
H 2.91335 -3.76229 -3.40046 0.0841
C -2.12427 2.11977 -3.37342 -0.2907
H -5.39660 2.34841 -5.87950 0.0727
C 2.53420 3.16324 2.49001 -0.0122
C -0.56476 -1.38631 -2.49657 -0.3688
C -0.63706 -2.17610 3.87209 -0.6688
C 2.15663 -0.98445 -2.87709 -0.0410
H -1.19923 -3.65320 5.34097 0.0846
N 0.53526 -1.85176 3.11783 -0.2233
C -0.69190 2.27784 -3.80106 -0.0667

[6]
25
Properties=species:S:1:pos:R:3:lowdin_charge:R:1 method="wB97M-V/def2-TZVPD" energy_ev=-24480.0659 homo_ha=-0.3077 relative_energy_kcal_mol=40.3 total_charge=0
H 0.82082 2.48325 -2.00000 0.1132
S 3.20740 -0.59057 0.63644 0.6981
C -3.36820 0.58746 0.80953 -0.0961
H 1.29536 3.83127 -0.84930 0.0703
H 2.86179 1.74250 -0.40453 0.1379
O 1.10694 0.42744 -0.58421 -0.1738
H -2.31425 1.40035 2.20842 0.1207
C 1.74796 -0.64811 -0.18794 -0.8255
C -2.09247 0.65922 1.36878 -0.0833
C -2.51125 -0.76120 -0.97524 -0.0342
H 1.36119 1.87326 0.93650 0.1508
C -3.49689 -0.04729 -0.45838 -0.1187
H -4.39512 0.85771 1.37711 0.1523
H 0.09667 -0.02612 1.25700 0.1374
C 0.89979 2.82277 -0.86934 -0.1030
H -2.45600 -1.58648 -1.76642 0.1444
C 1.64556 1.71255 -0.20908 -0.3202
H 1.45568 -3.01707 -0.31450 0.1567
C -1.31388 -0.74643 -0.19049 -0.2551
H -0.91842 -2.77519 -0.84274 0.1182
C -0.38968 -1.87764 -0.45936 -0.0434
H -4.48436 -0.15598 -0.78130 0.0828
C -0.95829 0.00649 0.86033 -0.0390
H -0.22719 2.67622 -0.60282 0.1045
C 0.95900 -1.92017 -0.30994 -0.0951